Formula: C4H10N2O
Source: the OMol25 dataset
Level of theory: ωB97M-V with the def2-TZVPD basis set

SMILES	CN(C)C(=O)CN
HOMO	-9.3	eV
ΔE to the lowest compared entry with this formula, charge and spin	35.38	kcal/mol
Kohn-Sham gap	10.11	eV

Structure (ORCA input):
```
! wB97M-V def2-TZVPD RIJCOSX def2/J DEFGRID3
* xyz 0 1
N 0.34 -0.03 -2.62
C 1.08 0.00 -1.32
C 0.30 0.77 -0.26
N -0.10 0.01 0.81
C -0.48 0.72 2.06
C -0.59 -1.36 0.70
O 0.20 1.98 -0.27
H -0.65 0.09 -2.40
H 0.50 0.86 -3.09
H 1.17 -1.03 -1.01
H 2.07 0.42 -1.47
H -1.56 0.63 2.14
H -0.21 1.76 1.92
H 0.13 0.31 2.87
H -1.38 -1.47 1.43
H -1.05 -1.58 -0.26
H 0.22 -2.07 0.77
*
```


Formula: C37H78N2O12
Source: the OMol25 dataset
Level of theory: ωB97M-V with the def2-TZVPD basis set

HOMO	-8.4	eV
ΔE to the lowest compared entry with this formula, charge and spin	90.27	kcal/mol
Kohn-Sham gap	7.97	eV

Structure (ORCA input):
```
! wB97M-V def2-TZVPD RIJCOSX def2/J DEFGRID3
* xyz 0 1
C 0.17 -1.01 -4.52
N 1.32 -1.61 -4.00
C 1.96 -2.51 -4.98
C 2.18 -0.46 -3.62
C 0.95 -2.45 -2.84
C 2.24 -3.04 -2.10
O 1.64 -3.62 -0.80
H -0.28 -0.40 -3.86
H -0.58 -1.83 -4.91
H -0.01 -0.22 -5.33
H 3.09 -2.77 -4.68
H 2.08 -2.06 -6.01
H 1.44 -3.38 -5.19
H 2.16 0.15 -4.48
H 3.22 -0.57 -3.66
H 1.77 0.19 -2.92
H 0.30 -3.19 -3.10
H 0.45 -1.76 -2.04
H 3.06 -2.20 -1.86
H 2.78 -3.77 -2.80
H 1.16 -3.06 -0.25
N 0.78 -0.73 0.32
O 0.11 0.17 -0.22
O 0.18 -1.66 0.70
O 1.96 -0.83 -0.05
C -0.50 4.26 -2.92
C -0.36 2.75 -3.31
C -1.75 2.26 -3.14
O -2.45 3.48 -3.21
C -1.88 4.46 -2.42
H -0.27 4.75 -3.70
H 0.22 4.79 -2.23
H 0.08 2.18 -2.42
H 0.30 2.46 -4.14
H -1.89 1.70 -2.26
H -1.88 1.59 -4.08
H -1.98 4.07 -1.47
H -2.26 5.42 -2.46
C 3.26 3.12 -1.43
C 3.40 4.54 -1.32
C 2.74 4.90 0.03
O 3.01 3.62 0.67
C 2.74 2.53 -0.10
H 4.20 2.86 -1.63
H 2.56 2.73 -2.11
H 3.10 5.11 -2.10
H 4.36 4.83 -1.34
H 1.74 5.14 0.09
H 2.97 5.75 0.75
H 1.67 2.35 -0.09
H 3.10 1.68 0.13
C 3.60 -3.60 1.33
C 2.81 -2.47 1.94
C 3.65 -2.19 3.30
O 4.96 -2.42 2.99
C 4.98 -3.59 2.09
H 3.67 -3.29 0.35
H 3.07 -4.56 1.25
H 1.86 -2.68 2.18
H 2.86 -1.52 1.29
H 3.16 -2.92 4.26
H 3.48 -1.17 3.77
H 4.89 -4.58 2.72
H 5.91 -3.61 1.44
C -2.79 -0.81 3.59
C -1.88 -0.63 2.36
C -2.93 -0.23 1.30
O -3.88 0.44 1.95
C -4.14 -0.26 3.20
H -2.29 -0.27 4.39
H -2.98 -1.83 3.74
H -1.06 -1.14 2.12
H -1.49 0.48 2.29
H -3.18 -1.26 0.80
H -2.34 0.26 0.65
H -4.71 -1.17 3.21
H -4.42 0.48 4.01
C 1.86 2.32 4.58
C 1.89 2.41 3.07
C 1.35 0.99 2.57
O 0.97 0.40 3.71
C 0.69 1.30 4.70
H 1.58 3.34 5.08
H 2.74 2.01 4.90
H 2.80 2.75 2.61
H 1.31 3.14 2.69
H 2.13 0.47 2.02
H 0.53 1.26 1.95
H 0.58 0.67 5.66
H -0.33 1.74 4.39
C -1.28 -4.67 1.36
C -2.76 -4.46 0.81
C -3.51 -4.29 2.22
O -2.63 -4.66 3.21
C -1.48 -5.29 2.66
H -0.91 -3.66 1.52
H -0.68 -5.13 0.81
H -2.94 -5.46 0.63
H -2.83 -3.65 0.07
H -4.34 -5.01 2.26
H -4.23 -3.36 2.34
H -1.70 -6.37 2.49
H -0.67 -5.14 3.36
C -1.65 3.94 1.73
C -1.81 5.39 1.90
C -1.33 6.12 0.65
O -1.19 5.04 -0.30
C -0.77 3.88 0.41
H -2.47 3.42 1.67
H -1.14 3.56 2.48
H -1.22 5.47 2.77
H -2.79 5.82 2.06
H -0.45 6.58 0.97
H -1.97 6.98 0.34
H 0.34 4.05 0.67
H -0.96 2.87 -0.25
C -3.47 -1.42 -2.40
C -2.83 -2.12 -1.31
C -2.45 -3.45 -1.91
O -2.46 -3.44 -3.26
C -3.55 -2.48 -3.56
H -2.81 -0.50 -2.58
H -4.36 -0.87 -2.18
H -3.55 -2.27 -0.27
H -1.82 -1.49 -0.94
H -3.16 -4.36 -1.48
H -1.45 -3.68 -1.78
H -4.52 -3.02 -3.63
H -3.47 -1.88 -4.57
*
```


Formula: C20H28BrN5O3
Source: the OMol25 dataset
Level of theory: ωB97M-V with the def2-TZVPD basis set

SMILES	Cc1c(Br)c([N+](=O)[O-])nn1CC(=O)N1CCN([C@]23C[C@H]4C[C@H](C[C@H](C4)C2)C3)CC1
HOMO	-8.1	eV
Kohn-Sham gap	7.71	eV

Structure (ORCA input):
```
! wB97M-V def2-TZVPD RIJCOSX def2/J DEFGRID3
* xyz 0 1
C 3.08 0.14 -2.39
C 2.26 1.26 -1.87
C 2.51 2.13 -0.83
C 1.37 2.97 -0.78
N 0.51 2.63 -1.74
N 1.06 1.62 -2.39
C 0.38 1.00 -3.48
H -0.32 1.72 -3.91
H 1.11 0.70 -4.24
C -0.35 -0.30 -3.03
O 0.18 -1.37 -3.26
N -1.53 -0.17 -2.42
C -2.20 1.05 -2.02
H -3.22 1.00 -2.41
C -2.22 1.14 -0.47
N -2.11 -0.15 0.17
C -2.82 -1.15 -0.58
H -2.83 -2.09 -0.05
C -2.24 -1.36 -2.00
H -3.05 -1.57 -2.72
H -1.53 -2.19 -2.03
H -3.86 -0.80 -0.67
C -0.99 -0.57 1.02
C -0.04 -1.57 0.35
C 1.05 -2.01 1.32
C 0.42 -2.67 2.55
C -0.50 -1.66 3.24
C -1.59 -1.22 2.28
H -2.26 -0.50 2.76
H -2.20 -2.08 2.00
C 0.32 -0.45 3.68
C 0.94 0.20 2.45
C 1.87 -0.80 1.76
H 2.66 -1.11 2.45
H 2.34 -0.34 0.89
C -0.15 0.63 1.48
H -0.79 1.37 1.96
H 0.33 1.09 0.61
H 1.52 1.08 2.75
H 1.10 -0.75 4.38
H -0.33 0.27 4.19
H -0.96 -2.13 4.12
H -0.16 -3.55 2.24
H 1.20 -3.00 3.23
H 1.71 -2.73 0.82
H 0.41 -1.12 -0.54
H -0.60 -2.46 0.03
H -1.44 1.81 -0.14
H -3.18 1.59 -0.18
H -1.71 1.93 -2.41
N 1.07 4.01 0.13
O -0.05 4.46 0.11
O 1.95 4.35 0.88
Br 4.01 2.16 0.29
H 2.46 -0.75 -2.55
H 3.54 0.41 -3.35
H 3.87 -0.10 -1.69
*
```


Formula: C7H14NO3
Source: the OMol25 dataset
Level of theory: ωB97M-V with the def2-TZVPD basis set

HOMO	-4.0	eV
ΔE to the lowest compared entry with this formula, charge and spin	89.17	kcal/mol
Kohn-Sham gap	6.94	eV

Structure (ORCA input):
```
! wB97M-V def2-TZVPD RIJCOSX def2/J DEFGRID3
* xyz -1 1
C -2.31 1.69 -2.38
C -3.23 1.46 -1.19
O -2.87 0.42 -0.53
O -4.11 2.38 -1.05
H -2.27 2.83 -2.59
H -3.00 1.54 -3.28
H -1.48 1.06 -2.34
C 1.21 0.05 2.03
C 0.65 1.23 1.22
C 3.59 -0.14 0.88
C 0.31 -2.09 -0.14
C 1.79 -1.87 0.36
O 2.49 -2.75 -0.05
N 2.19 -0.75 1.06
H 1.80 0.38 2.99
H 0.35 -0.78 2.19
H -0.40 1.52 1.24
H 0.58 0.80 0.04
H 3.85 -0.31 -0.23
H 0.67 -2.60 -1.02
H 1.17 2.10 1.41
H 3.73 1.13 1.12
H 4.09 -0.94 1.61
H -0.32 -2.84 0.29
H -0.23 -1.14 -0.43
*
```


Formula: C26H42N4O2
Source: the OMol25 dataset
Level of theory: ωB97M-V with the def2-TZVPD basis set

SMILES	CC1(C)CC(NC(=O)c2ccccc2C(=O)NC2CC(C)(C)NC(C)(C)C2)CC(C)(C)N1
HOMO	-8.4	eV
Kohn-Sham gap	9.15	eV

Structure (ORCA input):
```
! wB97M-V def2-TZVPD RIJCOSX def2/J DEFGRID3
* xyz 0 1
C -4.05 -2.52 -1.52
H -4.59 -2.22 -2.42
H -4.37 -3.51 -1.23
H -2.99 -2.55 -1.75
C -4.33 -1.53 -0.37
N -3.70 -2.05 0.84
H -4.37 -2.13 1.59
C -2.47 -1.46 1.34
C -1.61 -1.02 0.14
C -2.30 -0.01 -0.79
N -1.90 1.33 -0.44
C -1.31 2.19 -1.29
O -1.11 1.97 -2.47
C -0.93 3.48 -0.62
C -1.44 4.69 -1.07
C -1.12 5.87 -0.40
C -0.30 5.83 0.71
C 0.23 4.63 1.14
C -0.07 3.45 0.48
C 0.55 2.16 0.90
O 0.32 1.61 1.97
N 1.40 1.67 -0.03
H 1.51 2.17 -0.89
C 2.20 0.48 0.15
C 3.67 0.87 0.34
H 3.79 1.33 1.32
H 3.93 1.61 -0.41
C 4.62 -0.35 0.21
N 3.84 -1.57 0.20
H 4.44 -2.38 0.23
C 2.76 -1.79 -0.75
C 2.08 -0.45 -1.06
H 1.03 -0.61 -1.31
H 2.56 0.03 -1.92
C 3.22 -2.46 -2.06
H 2.37 -2.61 -2.72
H 3.65 -3.44 -1.84
H 3.96 -1.86 -2.58
C 1.76 -2.73 -0.06
H 1.37 -2.27 0.84
H 0.94 -2.98 -0.73
H 2.26 -3.65 0.23
C 5.53 -0.18 -1.03
H 4.95 0.01 -1.92
H 6.21 0.66 -0.87
H 6.12 -1.08 -1.18
C 5.52 -0.44 1.45
H 6.07 0.49 1.59
H 6.23 -1.25 1.35
H 4.91 -0.62 2.33
H 1.83 -0.02 1.04
H 0.89 4.60 2.00
H -0.06 6.75 1.23
H -1.53 6.81 -0.75
H -2.09 4.70 -1.93
H -1.99 1.59 0.53
C -3.83 -0.13 -0.75
H -4.24 0.16 -1.71
H -4.22 0.59 -0.01
H -1.95 -0.16 -1.81
H -1.36 -1.92 -0.42
H -0.69 -0.59 0.51
C -2.70 -0.29 2.32
H -3.13 -0.67 3.24
H -3.39 0.45 1.92
H -1.76 0.20 2.56
C -1.72 -2.56 2.09
H -0.79 -2.18 2.50
H -2.33 -2.93 2.92
H -1.50 -3.39 1.43
C -5.85 -1.47 -0.16
H -6.09 -0.80 0.66
H -6.34 -1.11 -1.06
H -6.23 -2.46 0.08
*
```


Formula: C47H31ClF5I2MoN2O4P2
Source: the OMol25 dataset
Level of theory: ωB97M-V with the def2-TZVPD basis set

HOMO (spin up / spin down)	-10.5 / -10.6	eV
ΔE to the lowest compared entry with this formula, charge and spin	120.17	kcal/mol
Kohn-Sham gap (spin up / spin down)	6.24 / 6.43	eV

Structure (ORCA input):
```
! wB97M-V def2-TZVPD RIJCOSX def2/J DEFGRID3
* xyz 1 3
Mo 0.36 -1.23 0.06
C -3.04 -1.10 -0.67
N -2.54 -0.06 0.19
P -0.98 0.93 -0.73
C -1.25 2.46 0.25
C -0.24 3.40 0.40
C -0.44 4.55 1.14
C -1.66 4.80 1.74
C -2.68 3.87 1.59
C -2.48 2.71 0.87
C -1.97 1.27 -2.24
C -3.31 1.63 -2.12
C -4.06 1.93 -3.24
C -3.48 1.88 -4.50
C -2.15 1.53 -4.63
C -1.40 1.21 -3.50
P -1.60 -0.73 1.40
C -2.58 -2.06 2.14
C -3.94 -1.88 2.40
C -4.70 -2.93 2.88
C -4.10 -4.16 3.10
C -2.75 -4.35 2.85
C -1.99 -3.29 2.37
C -1.29 0.54 2.66
C -2.18 0.76 3.71
C -1.89 1.73 4.66
C -0.73 2.48 4.55
C 0.15 2.26 3.51
C -0.11 1.27 2.59
H -3.54 -0.67 -1.54
H -3.76 -1.74 -0.15
H -2.23 -1.77 -1.04
H 0.74 3.24 -0.03
H 0.37 5.26 1.26
H -1.82 5.69 2.31
H -3.64 4.05 2.06
H -3.27 1.99 0.80
H -3.78 1.68 -1.15
H -5.11 2.19 -3.13
H -4.07 2.11 -5.37
H -1.69 1.50 -5.60
H -0.36 0.96 -3.63
H -4.40 -0.92 2.18
H -5.75 -2.79 3.07
H -4.70 -4.99 3.45
H -2.29 -5.31 3.02
H -0.93 -3.43 2.13
H -3.08 0.17 3.80
H -2.55 1.88 5.49
H -0.52 3.24 5.29
H 1.06 2.84 3.44
H 0.61 1.06 1.79
I 1.14 -1.42 5.04
C 2.27 -2.38 3.54
C 3.31 -3.25 3.86
C 4.03 -3.88 2.86
I 5.60 -5.16 3.42
C 3.70 -3.70 1.50
C 4.36 -4.27 0.39
C 3.84 -4.06 -0.87
C 2.70 -3.27 -1.04
N 2.09 -2.65 -0.04
C 2.59 -2.87 1.21
C 1.92 -2.16 2.22
O 0.95 -1.38 1.77
H 3.55 -3.43 4.89
H 5.24 -4.87 0.53
H 4.31 -4.51 -1.73
H 2.28 -3.14 -2.03
Cl 6.81 3.23 0.25
C 5.25 2.91 -0.40
C 4.79 3.64 -1.49
C 3.55 3.36 -2.02
C 2.75 2.37 -1.46
C 3.21 1.65 -0.36
C 4.45 1.92 0.17
C 1.42 2.16 -2.10
O 1.13 2.60 -3.18
O 0.62 1.37 -1.36
H 5.41 4.41 -1.92
H 3.19 3.89 -2.89
H 2.60 0.84 0.06
H 4.82 1.37 1.03
F 1.39 -1.01 -6.97
C 1.12 -1.13 -5.68
C -0.12 -1.64 -5.27
F -1.02 -1.99 -6.17
C -0.41 -1.75 -3.92
F -1.60 -2.22 -3.51
C 0.52 -1.38 -2.94
O 0.26 -1.43 -1.66
C 1.76 -0.88 -3.38
F 2.65 -0.56 -2.41
C 2.06 -0.75 -4.72
F 3.24 -0.28 -5.11
*
```


Formula: H10O5
Source: the OMol25 dataset
Level of theory: ωB97M-V with the def2-TZVPD basis set

SMILES	O.O.O.O.O
HOMO	-11.0	eV
ΔE to the lowest compared entry with this formula, charge and spin	49.67	kcal/mol
Kohn-Sham gap	11.15	eV

Structure (ORCA input):
```
! wB97M-V def2-TZVPD RIJCOSX def2/J DEFGRID3
* xyz 0 1
O -0.08 -0.42 -0.29
H 0.38 -1.14 0.10
H 0.45 0.25 0.04
O 0.74 2.44 0.55
H 0.43 2.58 -0.33
H -0.13 2.52 1.19
O -2.80 -0.84 0.59
H -1.94 -0.80 0.15
H -2.83 -0.62 1.53
O 2.67 -0.07 1.69
H 3.40 -0.08 1.21
H 2.22 0.75 1.49
O -0.56 -1.68 -2.72
H -1.22 -1.86 -3.23
H -0.75 -1.03 -1.96
*
```


Formula: C2H2ClO3
Source: the OMol25 dataset
Level of theory: ωB97M-V with the def2-TZVPD basis set

HOMO	-3.6	eV
ΔE to the lowest compared entry with this formula, charge and spin	28.18	kcal/mol
Kohn-Sham gap	7.74	eV

Structure (ORCA input):
```
! wB97M-V def2-TZVPD RIJCOSX def2/J DEFGRID3
* xyz -1 1
C 0.99 0.11 -0.75
C -0.58 -0.49 0.35
O 0.69 1.18 -1.18
O 1.85 -0.67 -0.73
O -1.41 0.55 0.13
Cl 0.13 -0.31 2.15
H -0.83 -1.53 0.46
H -0.83 1.17 -0.44
*
```


Formula: C24H29N6O11
Source: the OMol25 dataset
Level of theory: ωB97M-V with the def2-TZVPD basis set

HOMO	-6.0	eV
ΔE to the lowest compared entry with this formula, charge and spin	105.94	kcal/mol
Kohn-Sham gap	6.47	eV

Structure (ORCA input):
```
! wB97M-V def2-TZVPD RIJCOSX def2/J DEFGRID3
* xyz -1 1
N -1.11 0.77 -0.75
O -0.50 1.71 -1.38
O -0.75 -0.34 -0.69
O -2.16 1.07 -0.22
C -3.23 -1.10 2.43
C -2.48 -0.16 3.34
C -2.66 -0.43 4.83
C -3.32 -1.66 5.55
C -4.13 -2.57 4.47
C -4.08 -2.07 3.01
N -3.21 -2.01 7.01
O -2.81 -1.03 7.85
O -3.70 -2.99 7.42
H -3.28 -0.72 1.54
H -1.91 0.68 3.06
H -1.87 0.16 5.61
H -4.54 -3.51 4.97
H -4.48 -2.62 2.34
C 0.11 0.69 -4.86
C 0.40 -0.74 -4.43
C 0.44 -1.79 -5.54
C 0.36 -1.27 -7.09
C 0.08 0.29 -7.41
C 0.05 1.20 -6.21
N 0.34 -2.26 -8.15
O 0.91 -3.42 -7.86
O -0.02 -1.82 -9.22
H 0.04 1.50 -4.09
H 0.69 -0.97 -3.45
H 0.81 -2.70 -5.49
H -0.02 0.52 -8.45
H -0.07 2.42 -6.36
C -0.80 3.74 1.24
C -1.23 5.22 1.65
C -0.60 5.85 2.99
C 0.25 4.86 3.90
C 0.85 3.56 3.22
C 0.15 3.10 1.94
N 0.78 5.34 5.16
O 0.63 6.58 5.33
O 1.45 4.61 5.85
H -0.99 3.38 0.35
H -1.87 5.79 1.15
H -0.88 6.85 3.10
H 1.68 3.05 3.67
H 0.30 2.07 1.70
C 5.34 0.50 -0.11
O 6.53 0.95 -0.01
N 4.29 1.27 -0.19
C 2.95 0.78 -0.48
C 4.45 2.76 -0.28
H 5.19 -0.67 -0.13
H 2.64 0.87 0.45
H 2.87 -0.29 -0.94
H 2.24 1.63 -1.21
H 5.44 3.15 -0.32
H 3.91 3.28 0.65
H 3.93 3.28 -1.11
C 0.20 -4.92 -2.26
O 0.53 -3.94 -2.98
N -0.19 -4.76 -0.98
C -0.48 -5.84 0.03
C -0.39 -3.38 -0.49
H 0.33 -6.04 -2.63
H -1.03 -6.70 -0.35
H -1.03 -5.61 0.92
H 0.30 -6.36 0.37
H -0.59 -3.10 0.61
H -1.34 -3.11 -0.83
H 0.27 -2.61 -0.81
*
```


Repeat the third record exactly.
Formula: C20H28BrN5O3
Source: the OMol25 dataset
Level of theory: ωB97M-V with the def2-TZVPD basis set

SMILES	Cc1c(Br)c([N+](=O)[O-])nn1CC(=O)N1CCN([C@]23C[C@H]4C[C@H](C[C@H](C4)C2)C3)CC1
HOMO	-8.1	eV
Kohn-Sham gap	7.71	eV

Structure (ORCA input):
```
! wB97M-V def2-TZVPD RIJCOSX def2/J DEFGRID3
* xyz 0 1
C 3.08 0.14 -2.39
C 2.26 1.26 -1.87
C 2.51 2.13 -0.83
C 1.37 2.97 -0.78
N 0.51 2.63 -1.74
N 1.06 1.62 -2.39
C 0.38 1.00 -3.48
H -0.32 1.72 -3.91
H 1.11 0.70 -4.24
C -0.35 -0.30 -3.03
O 0.18 -1.37 -3.26
N -1.53 -0.17 -2.42
C -2.20 1.05 -2.02
H -3.22 1.00 -2.41
C -2.22 1.14 -0.47
N -2.11 -0.15 0.17
C -2.82 -1.15 -0.58
H -2.83 -2.09 -0.05
C -2.24 -1.36 -2.00
H -3.05 -1.57 -2.72
H -1.53 -2.19 -2.03
H -3.86 -0.80 -0.67
C -0.99 -0.57 1.02
C -0.04 -1.57 0.35
C 1.05 -2.01 1.32
C 0.42 -2.67 2.55
C -0.50 -1.66 3.24
C -1.59 -1.22 2.28
H -2.26 -0.50 2.76
H -2.20 -2.08 2.00
C 0.32 -0.45 3.68
C 0.94 0.20 2.45
C 1.87 -0.80 1.76
H 2.66 -1.11 2.45
H 2.34 -0.34 0.89
C -0.15 0.63 1.48
H -0.79 1.37 1.96
H 0.33 1.09 0.61
H 1.52 1.08 2.75
H 1.10 -0.75 4.38
H -0.33 0.27 4.19
H -0.96 -2.13 4.12
H -0.16 -3.55 2.24
H 1.20 -3.00 3.23
H 1.71 -2.73 0.82
H 0.41 -1.12 -0.54
H -0.60 -2.46 0.03
H -1.44 1.81 -0.14
H -3.18 1.59 -0.18
H -1.71 1.93 -2.41
N 1.07 4.01 0.13
O -0.05 4.46 0.11
O 1.95 4.35 0.88
Br 4.01 2.16 0.29
H 2.46 -0.75 -2.55
H 3.54 0.41 -3.35
H 3.87 -0.10 -1.69
*
```